Below is 16 unconnected molecules or ions with the total composition H32O16 at a distorted geometry, with properties calculated with wB97M-V/def2-TZVPD.

## Properties
LUMO level = -0.3964 eV
Orbital gap = 9.356 eV
Total charge = 0
ΔE to the lowest compared entry with this formula, charge and spin = 485.5 kJ/mol

Last column: Mulliken charge in e.
Element x y z (Å)
O1 -2.879646 -0.231167 -0.029542  -0.68
H1 -1.923646 -0.102167 -0.052542  -0.03
H2 -3.161646 0.484833 -0.622542  0.38
O2 0.748354 3.803833 -0.148542  -0.70
H3 0.467354 3.352833 0.628458  0.31
H4 0.258354 3.487833 -0.870542  0.36
O3 -0.894646 2.337833 -2.003542  -0.55
H5 -1.185646 1.460833 -2.036542  0.16
H6 -1.364646 2.767833 -2.693542  0.22
O4 -1.446646 -1.800167 2.150458  -0.69
H7 -1.551646 -2.050167 1.252458  0.30
H8 -1.143646 -0.890167 2.067458  0.51
O5 -0.831646 0.757833 2.600458  -0.69
H9 -1.166646 1.374833 1.905458  0.34
H10 -1.155646 0.995833 3.484458  0.26
O6 -1.116646 -0.223167 -2.858542  -0.64
H11 -0.389646 -0.686167 -2.423542  0.35
H12 -1.682646 -0.882167 -3.176542  0.30
O7 -1.408646 -2.946167 -0.565542  -0.59
H13 -2.031646 -2.672167 -1.234542  0.25
H14 -1.484646 -3.900167 -0.667542  0.27
O8 1.694354 1.219833 1.064458  -0.53
H15 1.691354 0.682833 1.883458  0.30
H16 2.578354 1.175833 0.713458  0.21
O9 0.526354 -2.283167 -2.143542  -0.82
H17 1.126354 -3.075167 -2.219542  0.38
H18 -0.021646 -2.640167 -1.437542  0.33
O10 0.117354 -4.331167 1.336458  -0.63
H19 0.499354 -4.962167 0.777458  0.31
H20 0.606354 -3.531167 1.124458  0.42
O11 1.794354 1.253833 -1.895542  -0.64
H21 2.409354 1.879833 -1.578542  0.32
H22 1.074354 1.223833 -1.267542  0.06
O12 1.440354 -2.110167 1.057458  -0.77
H23 1.654354 -1.564167 1.814458  0.24
H24 2.271354 -2.099167 0.640458  0.32
O13 0.529354 3.450833 2.681458  -0.68
H25 1.421354 3.863833 2.677458  0.33
H26 0.687354 2.541833 2.479458  0.31
O14 -1.620646 2.580833 0.593458  -0.79
H27 -1.508646 3.537833 0.778458  0.33
H28 -1.501646 2.482833 -0.397542  0.37
O15 2.881354 -1.303167 -1.370542  -0.77
H29 1.975354 -1.393167 -1.657542  0.49
H30 2.878354 -0.461167 -0.973542  0.30
O16 -0.298646 -0.140167 -0.024542  1.72
H31 0.288354 0.502833 0.433458  -0.29
H32 0.151354 -0.943167 0.204458  -0.28

Atoms 1-6, force components in eV/Å:
-0.9 0.5 -0.8
0.4 -0.3 0.3
-0.3 -0.4 0.3
2.0 1.7 0.3
-0.4 -0.5 0.9
-1.0 -0.8 -1.5

Below is 16 unconnected molecules or ions with the total composition H32O16 at a distorted geometry, with properties calculated with wB97M-V/def2-TZVPD.

## Properties
LUMO level (alpha / beta) = -3.4261 / -10.4885 eV
Orbital gap (alpha / beta) = 9.523 / 2.455 eV
Total charge = +1
ΔE to the lowest compared entry with this formula, charge and spin = 53.7 kJ/mol
2S+1 = 2

Last column: Mulliken charge in e.
Element x y z (Å)
O1 -2.738791 1.146093 2.316777  -0.45
H1 -2.039757 0.451635 2.353301  0.29
H2 -2.499098 1.858973 2.932435  0.47
O2 -2.848184 2.722280 -3.961541  -0.58
H3 -1.994139 2.618689 -3.529154  0.27
H4 -3.075174 1.758661 -3.871024  0.32
O3 1.095609 -2.730348 -3.438274  -0.52
H5 1.741252 -3.428461 -3.355758  0.30
H6 0.271913 -3.085477 -3.778934  0.29
O4 -3.757013 2.421488 4.155869  -0.68
H7 -4.392712 2.281797 3.445300  0.37
H8 -3.768705 1.583121 4.654142  0.37
O5 -0.166767 4.188544 1.412202  -0.61
H9 0.484970 4.908428 1.501985  0.31
H10 -0.708301 4.137119 2.196525  0.31
O6 1.243170 -0.606557 2.950047  -0.61
H11 1.372329 0.342978 2.711477  0.31
H12 2.165334 -0.870095 2.994200  0.30
O7 2.103924 1.439052 -3.566188  -0.55
H13 1.311059 1.999383 -3.491963  0.30
H14 2.718390 2.158040 -3.740767  0.32
O8 1.837192 1.283317 0.678011  -0.60
H15 2.773137 1.030960 0.462246  0.32
H16 1.858358 2.245516 0.579677  0.29
O9 -2.802257 -2.795202 0.745406  -0.65
H17 -2.002208 -2.501660 1.252170  0.32
H18 -3.310248 -1.986214 0.852907  0.29
O10 3.604873 -1.856471 -2.684561  -0.59
H19 3.059406 -1.229313 -2.163823  0.21
H20 3.571786 -2.621938 -2.095506  0.34
O11 4.053164 0.503889 3.282098  -0.64
H21 3.573326 0.818483 4.065877  0.33
H22 4.304666 1.378337 2.936648  0.31
O12 3.640100 -4.075222 0.342658  -0.65
H23 3.309583 -4.932450 0.078024  0.32
H24 4.529392 -4.069807 0.685756  0.33
O13 -1.869527 -5.005529 -0.943991  -0.64
H25 -1.820092 -4.290030 -0.304193  0.38
H26 -2.848822 -5.103376 -0.950238  0.30
O14 -3.458069 3.164857 -0.620654  -0.59
H27 -2.660886 3.749207 -0.676175  0.32
H28 -3.240447 2.453797 0.005506  0.28
O15 -1.064985 -0.186784 0.665947  -0.40
H29 -0.347719 0.446702 0.843834  0.27
H30 -1.291229 0.014956 -0.257563  0.35
O16 0.675661 0.129890 -1.741559  -0.40
H31 0.988372 0.328152 -0.835991  0.42
H32 1.386129 -0.217815 -2.312573  0.28

Atoms 1-6, force components in eV/Å:
1.0 -1.0 -0.9
-0.6 0.4 0.1
0.0 0.2 0.2
0.2 -2.1 0.5
0.3 0.9 0.0
-0.6 1.3 -0.5

Below is 17 unconnected molecules or ions with the total composition H32O20P at a distorted geometry, with properties calculated with wB97M-V/def2-TZVPD.

## Properties
LUMO level (alpha / beta) = 4.7534 / 0.3798 eV
Orbital gap (alpha / beta) = 8.945 / 4.494 eV
Total charge = -2
ΔE to the lowest compared entry with this formula, charge and spin = 38.9 kJ/mol
2S+1 = 2

Last column: Mulliken charge in e.
Element x y z (Å)
P1 25.390911 14.507040 -3.430419  -1.51
O1 25.069847 13.590940 -2.182468  0.45
O2 24.658647 15.850503 -3.167076  -0.07
O3 25.025942 13.826688 -4.838890  1.14
O4 26.877466 14.566177 -3.434179  -0.74
O5 22.679990 12.577779 -4.559756  -0.87
H1 23.002954 12.239379 -3.724636  0.46
H2 23.415211 13.075504 -4.917458  0.39
O6 26.540399 15.380034 -6.287732  -0.72
H3 27.033000 15.978842 -5.726490  0.54
H4 26.180237 14.728629 -5.685914  0.03
O7 24.742254 12.499921 -7.112296  -0.72
H5 24.764248 11.550389 -6.993374  0.36
H6 24.964124 12.854803 -6.251444  0.37
O8 28.105628 16.581058 -4.306615  -0.86
H7 27.754694 15.798683 -3.881218  0.29
H8 27.530151 17.289544 -4.018328  0.42
O9 23.901867 11.088245 -2.404021  -0.75
H9 24.375715 11.918664 -2.358382  0.17
H10 23.395326 11.056057 -1.592464  0.33
O10 28.445101 12.956209 -2.122436  -0.70
H11 28.071070 12.627240 -1.305048  0.46
H12 27.715694 13.394328 -2.560901  0.07
O11 26.370802 17.753171 -2.844414  -0.78
H13 25.916245 16.984152 -3.188235  0.36
H14 26.188811 17.739358 -1.904771  0.35
O12 26.422245 11.692162 -4.193784  -0.72
H15 26.821078 12.019509 -3.387556  0.51
H16 25.726033 12.319392 -4.388984  0.14
O13 27.535294 15.674712 -0.865458  -0.70
H17 26.733807 15.774347 -0.351706  0.48
H18 27.230153 15.461357 -1.747272  0.39
O14 26.301104 12.647497 -0.216575  -0.76
H19 25.819868 13.025916 -0.952393  0.51
H20 25.753254 11.920855 0.080223  0.30
O15 24.382643 17.287790 -5.179192  -0.78
H21 24.092644 16.597499 -5.775546  0.61
H22 24.673850 16.821352 -4.395693  0.37
O16 24.700669 15.377911 -0.207971  -0.80
H23 24.893434 14.734894 -0.890325  0.14
H24 24.295498 16.108881 -0.674604  0.43
O17 23.744741 15.169622 -6.827439  -0.75
H25 23.947378 14.519613 -7.500243  0.38
H26 24.061938 14.779079 -6.013140  0.18
O18 22.014277 15.104437 -3.528006  -0.68
H27 22.953633 15.202487 -3.372299  0.03
H28 21.926175 14.238663 -3.926639  0.58
O19 22.174519 13.179148 -0.861273  -0.68
H29 22.971502 13.630404 -1.139496  0.41
H30 21.816264 13.731297 -0.166278  0.26
O20 22.991065 17.634121 -2.254406  -0.78
H31 22.463093 17.626108 -3.052794  0.36
H32 23.560165 16.868739 -2.335342  0.10

Atoms 1-6, force components in eV/Å:
-5.2 -0.7 -1.1
0.1 0.8 -2.3
1.6 -3.1 0.0
0.0 1.6 3.8
2.0 -0.2 0.6
-1.1 -0.2 -0.3